1.
CH3BBr2O2 as an isolated structure in a non-equilibrium geometry, computed with ωB97M-V/def2-TZVPD.

⟨S²⟩: 2.006
HOMO level (spin up / spin down) (eV): -7.846 / -10.213
E (Ha): -5363.1956
Energy above the lowest of the compared OMol25 structures with the same formula, charge and spin (eV): 0.0000
Multiplicity: 3
Net charge: 0

Atoms and positions in Å:
B (0.39020, 0.28884, -0.01993)
C (-1.00509, -0.42277, -0.05922)
O (1.32952, -0.36527, -0.77971)
O (0.47610, 1.46114, 0.61190)
Br (-2.57466, 0.45411, 0.50056)
Br (-1.31758, -1.93216, -1.10454)
H (-0.68027, -1.71983, 1.59203)
H (2.19325, 0.11858, -1.05026)
H (1.18852, 2.11737, 0.30918)

=====

2.
A 2-piece molecular cluster, CH3BF2O2 overall in a non-equilibrium geometry, computed with ωB97M-V/def2-TZVPD.

HOMO level (eV): -10.320
E (Ha): -414.9852
Energy above the lowest of the compared OMol25 structures with the same formula, charge and spin (eV): 2.2196
Net charge: 0

Atoms and positions in Å:
B (-0.51318, 0.06878, -0.45155)
C (-1.97581, -0.01498, 0.15874)
O (0.13574, -1.08153, -0.69447)
O (0.05859, 1.34636, -0.56924)
F (-2.87731, 0.97941, 0.10464)
F (-2.62789, -1.18904, -0.13580)
H (-1.74807, -0.14857, 1.77795)
H (1.07112, -1.18604, -0.41735)
H (0.93021, 1.47907, -0.75258)

=====

3.
CH3Br2ClP as an isolated structure in a non-equilibrium geometry, computed with ωB97M-V/def2-TZVPD.

HOMO level (spin up / spin down) (eV): -15.349 / -15.348
E (Ha): -5989.1570
Energy above the lowest of the compared OMol25 structures with the same formula, charge and spin (eV): 2.6257
Net charge: +1

Atoms and positions in Å:
C (0.18473, 1.06284, 0.05389)
P (-0.11752, -0.66380, -0.09659)
Cl (-0.55508, -1.90653, 2.36295)
Br (-1.87779, -1.02217, -1.14608)
Br (1.56212, -1.72203, -0.98615)
H (-0.80650, 1.56604, -0.12282)
H (0.66808, 1.23759, -0.85358)
H (0.94196, 1.44806, 0.78839)

=====

4.
CH3Br2ClSi as an isolated structure in a non-equilibrium geometry, computed with ωB97M-V/def2-TZVPD.

HOMO level (eV): -10.443
E (Ha): -5937.6349
Energy above the lowest of the compared OMol25 structures with the same formula, charge and spin (eV): 3.5772
Net charge: 0

Atoms and positions in Å:
C (0.11705, -0.26518, -0.09731)
Si (-1.47432, 0.06790, 0.85601)
Cl (1.53223, 1.51266, 0.60814)
Br (-2.72630, -1.65102, 0.08186)
Br (-2.05496, 2.04452, -0.00853)
H (0.46637, 0.10341, -1.05151)
H (0.53368, -1.26553, 0.14489)
H (-1.01261, 0.06702, 2.14592)

=====

5.
A 2-piece molecular cluster, CH3Br2O2P overall in a non-equilibrium geometry, computed with ωB97M-V/def2-TZVPD.

HOMO level (spin up / spin down) (eV): -10.425 / -10.422
E (Ha): -5679.7215
Energy above the lowest of the compared OMol25 structures with the same formula, charge and spin (eV): 2.8290
Net charge: 0

Atoms and positions in Å:
C (1.43920, -0.51184, -0.49278)
O (-0.41673, 1.33914, 1.18879)
O (0.23452, -1.16438, -0.58886)
P (-1.19453, 0.37005, 0.47009)
Br (-2.94327, -0.23418, 1.75263)
Br (-2.25296, 1.37029, -1.15392)
H (2.19517, -1.34483, -0.59212)
H (1.45566, -0.13870, 0.55186)
H (1.48295, 0.31444, -1.13568)

=====

6.
A 2-piece molecular cluster, CH3Br2P overall in a non-equilibrium geometry, computed with ωB97M-V/def2-TZVPD.

HOMO level (eV): -9.437
E (Ha): -5529.1717
Energy above the lowest of the compared OMol25 structures with the same formula, charge and spin (eV): 4.2964
Net charge: 0

Atoms and positions in Å:
C (-0.67477, 0.05845, 0.13307)
P (0.81510, 0.44707, -0.95365)
Br (-2.20103, -0.68235, -0.64488)
Br (2.05171, 0.99846, 0.73377)
H (-1.07023, 1.06562, 0.50148)
H (-0.14528, -0.89287, 1.56390)
H (1.22450, -0.99439, -1.33369)

=====

7.
A 2-piece molecular cluster, CH3Br2P overall in a non-equilibrium geometry, computed with ωB97M-V/def2-TZVPD.

HOMO level (spin up / spin down) (eV): -10.201 / -8.741
E (Ha): -5529.2296
Energy above the lowest of the compared OMol25 structures with the same formula, charge and spin (eV): 2.7230
Net charge: 0

Atoms and positions in Å:
C (0.81595, 0.18995, 0.00761)
P (-0.32277, -0.93190, 0.97934)
Br (-2.48865, 1.60460, -0.12776)
Br (-1.10842, -2.30192, -0.54011)
H (0.16392, 0.76080, -0.66972)
H (1.67617, -0.30927, -0.37829)
H (1.26380, 0.98774, 0.72893)

=====

8.
A 2-piece molecular cluster, CH3Br2PS overall in a non-equilibrium geometry, computed with ωB97M-V/def2-TZVPD.

HOMO level (spin up / spin down) (eV): -8.889 / -9.089
E (Ha): -5927.4324
Energy above the lowest of the compared OMol25 structures with the same formula, charge and spin (eV): 2.7558
Net charge: 0

Atoms and positions in Å:
C (0.22929, 0.21622, -0.16249)
P (2.92694, -0.11526, 0.62039)
S (3.64943, -0.28889, 2.44380)
Br (3.76008, -1.59962, -0.88071)
Br (3.29112, 1.90679, -0.26984)
H (0.37503, -0.57748, -0.94532)
H (-0.27987, -0.08013, 0.72522)
H (0.40465, 1.26310, -0.36567)

=====

9.
A 2-piece molecular cluster, CH3Br3SSi overall in a non-equilibrium geometry, computed with ωB97M-V/def2-TZVPD.

HOMO level (spin up / spin down) (eV): -7.590 / -7.590
E (Ha): -8449.5901
Energy above the lowest of the compared OMol25 structures with the same formula, charge and spin (eV): 4.7039
Net charge: 0

Atoms and positions in Å:
C (0.48040, -0.17072, -0.52843)
Si (-0.34031, 1.55124, -0.34938)
S (0.89052, -0.82752, 1.04789)
Br (-1.41727, 1.66891, 1.57580)
Br (-1.63254, -3.13582, -0.44516)
Br (0.96267, 3.42522, -0.41587)
H (-0.10712, -0.88477, -1.23060)
H (1.36401, -0.00344, -0.96277)
H (-0.20036, -1.62308, 1.30852)

=====

10.
A 2-piece molecular cluster, CH3Br3Si overall in a non-equilibrium geometry, computed with ωB97M-V/def2-TZVPD.

HOMO level (spin up / spin down) (eV): -9.548 / -9.545
E (Ha): -8051.4026
Energy above the lowest of the compared OMol25 structures with the same formula, charge and spin (eV): 3.6181
Net charge: 0

Atoms and positions in Å:
C (0.18540, 0.89523, -0.67461)
Si (-0.60638, -0.36073, 0.42862)
Br (3.11345, -0.66940, 0.53102)
Br (-0.69930, -2.28450, -0.65058)
Br (-2.71417, 0.38819, 0.64020)
H (0.54197, 0.65619, -1.66316)
H (0.28343, 1.92794, -0.38026)
H (-0.10440, -0.55292, 1.76878)

=====

E of number 10 (CH3Br3Si)? -8051.4026 Ha

=====

Which value of E does entry 1 give? -5363.1956 Ha

=====

Number 3 is which compound? CH3Br2ClP